{"formula": "C26H52AsClHfN2O9Si", "method": "wB97M-V/def2-TZVPD", "homo_energy_ev": -14.8, "charge": 2, "gap_ev": 8.53, "relative_energy_ev": 0.985, "e_lumo_ev": -6.2314, "largest_force_ev_per_a": 3.22, "e_tot_ev": -131748.3507, "elements": ["Hf", "C", "C", "O", "N", "C", "C", "C", "C", "C", "C", "N", "H", "H", "H", "H", "H", "H", "H", "H", "H", "H", "O", "Cl", "O", "O", "O", "C", "C", "As", "C", "C", "C", "C", "H", "H", "H", "H", "H", "H", "H", "H", "H", "H", "H", "H", "H", "H", "H", "C", "C", "C", "C", "O", "Si", "O", "O", "C", "C", "C", "C", "O", "C", "C", "C", "C", "H", "H", "H", "H", "H", "H", "H", "H", "H", "H", "H", "H", "H", "H", "H", "H", "H", "H", "H", "H", "H", "H", "H", "H", "H", "H", "H"], "positions_angstrom": [[0.657420, -0.867000, 0.716430], [1.082034, 3.229160, 2.341302], [0.314631, 1.998823, 2.003864], [0.914444, 0.993440, 1.482210], [-0.952855, 1.929482, 2.322602], [-1.911149, 0.863449, 1.945583], [-1.805964, -0.450140, 2.708274], [-2.717505, -0.757039, 3.688668], [-2.675759, -2.000587, 4.308902], [-1.703610, -2.910158, 3.933329], [-0.800332, -2.538775, 2.968282], [-0.841612, -1.341784, 2.352453], [2.124811, 3.099650, 2.073559], [1.000966, 3.440459, 3.409241], [0.677118, 4.082862, 1.792436], [-1.343784, 2.761042, 2.741654], [-1.807744, 0.696170, 0.883956], [-2.902582, 1.276175, 2.092180], [-3.474757, -0.030917, 3.956926], [-3.397240, -2.252584, 5.077305], [-1.635077, -3.890237, 4.387623], [-0.014532, -3.214623, 2.666741], [2.617380, -3.586519, -1.054235], [1.587498, -2.629975, -1.025274], [0.816688, -2.516409, -2.202435], [0.691001, -2.867472, 0.185696], [2.165469, -1.263324, -0.622453], [3.113521, -4.398249, 2.288567], [3.799949, -3.057723, 2.042467], [2.674605, -1.529882, 2.419746], [2.834075, -1.389991, 4.334821], [1.794074, -2.154562, 5.142781], [3.919931, -0.082120, 1.939881], [5.317329, -0.233662, 2.520350], [3.788486, -5.211301, 2.018045], [2.210450, -4.516024, 1.686749], [2.851076, -4.535093, 3.337714], [4.125854, -2.972970, 1.009482], [4.666900, -2.933960, 2.677113], [2.794464, -0.329432, 4.573485], [3.835477, -1.739791, 4.550488], [0.798214, -1.725953, 5.024699], [2.045322, -2.110221, 6.203386], [1.748194, -3.210245, 4.868348], [3.455616, 0.840011, 2.281066], [3.964510, -0.033211, 0.853519], [5.307520, -0.278199, 3.607490], [5.917077, 0.630612, 2.233599], [5.825506, -1.119525, 2.145278], [1.905606, 0.203403, -4.109185], [1.066655, 1.260016, -3.419493], [1.758236, 1.749462, -2.154535], [0.798013, 2.417073, -4.361770], [-0.215522, 0.634272, -3.101660], [-1.234792, 0.512094, -1.868695], [-0.568809, -0.403494, -0.612745], [-1.506711, 1.892294, -1.024169], [-2.338795, 3.055585, -1.309777], [-3.398028, 3.112498, -0.221888], [-3.014113, 2.947982, -2.669951], [-1.444232, 4.275889, -1.241068], [-2.626090, -0.168644, -2.301475], [-3.101653, -0.956428, -3.436939], [-3.108227, -0.099673, -4.691183], [-4.510228, -1.379114, -3.072745], [-2.198166, -2.163617, -3.611628], [2.848684, 0.629858, -4.459205], [1.364490, -0.195542, -4.969750], [2.126096, -0.625166, -3.430555], [2.761861, 2.109091, -2.391905], [1.855672, 0.937626, -1.429874], [1.201269, 2.564782, -1.691914], [1.739985, 2.880709, -4.668098], [0.185029, 3.181546, -3.879726], [0.278930, 2.065308, -5.256806], [-3.910711, 2.147810, -0.149317], [-4.144505, 3.876132, -0.451361], [-2.950745, 3.362853, 0.749033], [-3.760860, 2.151038, -2.671352], [-2.291270, 2.739863, -3.461311], [-3.513576, 3.889552, -2.903242], [-0.845344, 4.255474, -0.323794], [-2.044724, 5.189358, -1.241614], [-0.766446, 4.320211, -2.097408], [-3.815861, 0.727831, -4.596604], [-3.410553, -0.708899, -5.545445], [-2.111953, 0.306709, -4.893417], [-5.135795, -0.500285, -2.898055], [-4.504040, -1.989479, -2.165754], [-4.952935, -1.963747, -3.882873], [-1.172318, -1.848603, -3.830984], [-2.550650, -2.779943, -4.440654], [-2.195982, -2.775358, -2.702993]], "atomic_forces_ev_per_a": [[-1.9, 2.1, 1.6], [0.0, 0.1, -0.1], [0.4, -0.4, 0.1], [-0.5, 1.1, 0.5], [-0.4, -0.1, 0.0], [0.3, -0.1, 0.3], [0.4, 0.1, -0.3], [-0.2, 0.0, 0.2], [-0.1, 0.0, 0.1], [-0.2, -0.1, 0.3], [0.0, 0.3, -0.3], [-0.4, 0.0, 0.2], [0.0, 0.0, 0.0], [0.0, 0.0, 0.0], [0.0, 0.0, 0.0], [-0.1, 0.0, 0.0], [0.0, 0.0, -0.3], [0.0, 0.0, 0.1], [0.0, -0.1, 0.0], [0.0, 0.0, -0.1], [0.0, 0.1, 0.0], [0.1, -0.1, -0.1], [-0.5, 0.5, 0.1], [0.6, -1.4, -1.3], [0.6, -0.1, 1.0], [0.2, -1.3, -1.1], [0.6, -1.1, -1.2], [0.1, -0.1, 0.0], [-0.4, -0.4, -0.1], [1.6, 0.2, 0.6], [-0.4, -0.1, 0.3], [0.0, 0.0, 0.1], [0.0, -0.1, 0.0], [0.1, 0.1, 0.0], [0.0, 0.0, 0.0], [0.0, 0.0, 0.0], [0.0, 0.0, 0.0], [0.1, 0.0, -0.1], [0.2, -0.1, 0.1], [0.1, 0.1, 0.1], [0.2, -0.1, 0.2], [0.0, 0.0, 0.0], [0.0, 0.0, 0.0], [0.0, 0.0, 0.0], [0.0, 0.1, 0.1], [0.0, 0.0, -0.1], [0.0, 0.0, 0.0], [0.0, 0.0, 0.0], [0.0, 0.0, 0.0], [0.0, -0.3, -0.1], [-0.2, -0.1, 0.1], [-0.1, 0.1, 0.1], [-0.1, 0.1, -0.1], [0.4, 0.1, -0.1], [-0.4, 0.0, 0.2], [-0.6, 0.5, -1.1], [0.0, 0.1, -0.1], [-0.1, -0.2, 0.0], [-0.1, -0.1, 0.2], [-0.1, -0.1, 0.0], [0.2, 0.2, -0.1], [0.1, 0.1, 0.0], [0.1, 0.0, 0.0], [0.1, 0.2, -0.1], [-0.1, 0.0, 0.1], [0.2, -0.1, 0.1], [-0.1, 0.0, 0.0], [0.1, 0.0, 0.0], [0.0, 0.1, -0.1], [-0.1, 0.0, 0.0], [0.1, 0.0, -0.1], [-0.1, 0.0, 0.0], [-0.1, -0.1, 0.0], [0.0, 0.0, 0.0], [0.1, 0.0, 0.1], [0.0, 0.1, 0.0], [0.1, 0.0, 0.0], [-0.1, 0.0, -0.1], [0.1, 0.1, 0.0], [0.0, 0.0, 0.0], [0.0, 0.0, 0.0], [-0.1, 0.0, -0.1], [0.1, -0.1, 0.0], [0.0, 0.0, 0.1], [0.1, -0.1, 0.0], [0.0, 0.1, 0.0], [-0.1, -0.1, 0.0], [0.0, -0.1, 0.0], [0.0, 0.0, -0.1], [0.0, 0.1, 0.1], [-0.1, 0.0, 0.0], [0.0, 0.0, 0.1], [0.0, 0.1, -0.1]]}